(1)
A structure of composition C31H57N2O2P2Sn at a distorted geometry, computed with ωB97M-V with the def2-TZVPD basis set.

Cartesian coordinates (Å):
C1 -1.026003 -2.218408 -1.134015
C2 1.092724 -1.324858 -1.212309
C3 -0.625643 -3.295664 -1.937158
C4 1.647338 -2.501637 -1.766819
C5 0.746736 -3.503128 -2.142497
H1 -1.423114 -3.869365 -2.418323
H2 2.727620 -2.605770 -1.936017
H3 1.092121 -4.397279 -2.673105
N1 -0.118600 -1.387313 -0.606600
P1 -2.899212 -0.859811 0.488520
P2 2.897187 0.929713 -0.227445
C6 -2.488016 -1.855629 -1.016661
H4 -2.745622 -1.279390 -1.932749
H5 -3.096813 -2.772611 -1.048940
C7 0.010673 2.828715 2.243578
O1 0.096352 3.877704 2.701617
C8 1.652911 0.030932 -1.549529
H6 2.355952 -0.196832 -2.371014
C9 4.173339 1.681255 -1.367146
C10 3.430287 0.676601 1.520508
C11 -4.116796 0.499647 -0.013128
C12 -3.578381 -2.146995 1.647049
C13 3.782991 3.189767 -1.449610
H7 3.767249 3.661329 -0.452709
H8 4.527097 3.723944 -2.060456
H9 2.789424 3.350846 -1.891565
C14 5.587079 1.504187 -0.803959
H10 5.751580 1.983239 0.163896
H11 5.812065 0.432854 -0.741395
H12 6.287628 1.943266 -1.524788
C15 4.310525 1.012091 -2.758467
H13 4.829557 1.715915 -3.423472
H14 4.883708 0.077019 -2.669781
H15 3.390959 0.738429 -3.273292
C16 3.914724 2.033687 2.045772
H16 3.107315 2.777432 2.041229
H17 4.248386 1.888605 3.079396
H18 4.755329 2.448472 1.480214
C17 2.249096 0.193189 2.365282
H19 1.434386 0.934172 2.386887
H20 1.852719 -0.770763 2.018959
H21 2.571785 0.045365 3.401844
C18 4.482478 -0.424575 1.519839
H22 5.390465 -0.166555 0.973585
H23 4.774128 -0.601008 2.563559
H24 4.073372 -1.352804 1.103505
C19 -3.885278 -1.462988 2.988503
H25 -4.264017 -2.216575 3.694202
H26 -2.985509 -1.011890 3.435438
H27 -4.652898 -0.681488 2.897606
C20 -2.543695 -3.262805 1.857418
H28 -2.395175 -3.860726 0.948122
H29 -1.566189 -2.878186 2.189419
H30 -2.920261 -3.942496 2.639598
C21 -4.832533 -2.813802 1.054111
H31 -5.121623 -3.656840 1.700743
H32 -5.692486 -2.144836 1.013960
H33 -4.644651 -3.212776 0.051249
C22 -3.809549 0.933498 -1.464186
H34 -4.014132 0.118078 -2.177819
H35 -4.495266 1.762200 -1.711375
H36 -2.769668 1.285061 -1.574625
C23 -3.940902 1.698670 0.944261
H37 -2.918130 2.110487 0.919210
H38 -4.636542 2.481147 0.606537
H39 -4.196176 1.426568 1.978944
C24 -5.570716 0.014240 0.053519
H40 -5.722157 -0.868855 -0.582526
H41 -5.882488 -0.172740 1.090739
H42 -6.211267 0.817557 -0.344608
Sn1 -0.622171 0.388916 0.786714
N2 -0.173015 1.420019 -0.974257
C25 0.672288 1.082827 -1.862258
C26 0.523181 1.884609 -3.181328
C27 1.610781 1.711853 -4.209422
C28 -0.788069 1.375860 -3.766946
C29 0.332644 3.402185 -2.969531
H43 2.521119 2.246307 -3.921737
H44 1.771655 0.655521 -4.416983
H45 1.294236 2.188809 -5.156338
H46 -1.594685 1.656537 -3.088289
H47 -0.971387 1.835036 -4.748814
H48 -0.745361 0.286271 -3.869824
H49 -0.055066 3.823236 -3.906528
H50 -0.405302 3.611834 -2.187389
H51 1.236230 3.981979 -2.768432
C30 -0.858521 -2.502112 5.175964
C31 -0.147997 -1.465758 4.319370
O2 0.123724 -1.941739 2.967804
H52 -1.815116 -2.810014 4.724145
H53 -1.061275 -2.064744 6.162248
H54 -0.223521 -3.390692 5.318652
H55 -0.754365 -0.554878 4.190236
H56 0.810914 -1.155670 4.770429
H57 0.611329 -2.774675 3.061788

Forces on atoms 1 to 3 (eV/Å):
C 0.2 -1.1 -0.3
C 0.0 -0.3 0.1
C -0.3 0.6 0.2

- Net charge: +1
- Calculated total energy: -2372.055514 Ha
- HOMO-LUMO gap: 6.1045 eV
- Energy relative to the best compared isomer or geometry (same formula, charge and spin): 77.5 kcal/mol

Just the Mulliken charges please, in e? Sure, here they are:
1 C 0.298
2 C -0.580
3 C -0.898
4 C -1.186
5 C -0.815
6 H 0.489
7 H 0.586
8 H 0.427
9 N 0.957
10 P 0.291
11 P 0.214
12 C -1.073
13 H 0.476
14 H 0.363
15 C 0.193
16 O -0.274
17 C 2.096
18 H 0.516
19 C 2.512
20 C 2.631
21 C 2.310
22 C 2.032
23 C -1.710
24 H 0.349
25 H 0.448
26 H 0.220
27 C -2.111
28 H 0.350
29 H 0.441
30 H 0.505
31 C -1.772
32 H 0.481
33 H 0.406
34 H 0.075
35 C -1.667
36 H 0.238
37 H 0.482
38 H 0.281
39 C -2.315
40 H -0.352
41 H 0.231
42 H 0.916
43 C -1.972
44 H 0.442
45 H 0.551
46 H 0.252
47 C -1.555
48 H 0.475
49 H 0.099
50 H 0.281
51 C -1.292
52 H 0.285
53 H -0.107
54 H 0.635
55 C -1.709
56 H 0.531
57 H 0.389
58 H 0.250
59 C -2.049
60 H 0.360
61 H 0.646
62 H 0.261
63 C -1.685
64 H 0.257
65 H 0.530
66 H 0.290
67 C -2.162
68 H 0.410
69 H 0.346
70 H 0.552
71 Sn 0.480
72 N -0.734
73 C -1.249
74 C 2.366
75 C -2.182
76 C -1.834
77 C -1.620
78 H 0.303
79 H 0.369
80 H 0.522
81 H 0.394
82 H 0.488
83 H 0.318
84 H 0.467
85 H 0.195
86 H 0.373
87 C -1.148
88 C -0.128
89 O -0.452
90 H 0.178
91 H 0.398
92 H 0.384
93 H 0.141
94 H 0.367
95 H 0.236

***

(2)
A structure of composition C31H58AsKNPSi3, computed with ωB97M-V with the def2-TZVPD basis set.

Cartesian coordinates (Å):
K1 0.403801 -0.209585 1.382471
C1 -0.571431 -4.375034 2.595214
C2 -1.228770 -4.367670 1.213159
C3 -1.195383 -5.784223 0.644611
P1 -0.531428 -2.922984 0.271375
C4 -1.768528 -2.532798 -1.060637
C5 -2.274084 -3.662139 -1.948577
C6 -1.195553 -1.408735 -1.919724
C7 0.974218 -3.473099 -0.607211
C8 1.051701 -4.656616 -1.343483
C9 2.194764 -5.073913 -2.009126
C10 2.224842 -6.356736 -2.791085
C11 3.315127 -4.248182 -1.904135
C12 3.285331 -3.064548 -1.202363
C13 2.111140 -2.606410 -0.556269
N1 2.027060 -1.441775 0.118671
C14 2.951110 -0.422742 0.012873
C15 3.460439 0.171625 1.193070
C16 3.211924 -0.432929 2.555634
C17 4.263316 1.309580 1.124020
C18 4.614991 1.896650 -0.076952
C19 5.489666 3.116456 -0.137977
C20 4.098832 1.322987 -1.237079
C21 3.275450 0.211556 -1.220450
C22 2.658056 -0.261078 -2.505011
H1 -0.984346 -5.172983 3.216718
H2 -0.711694 -3.426134 3.115669
H3 0.504533 -4.549278 2.508084
H4 -2.279520 -4.071229 1.344336
H5 -0.170368 -6.156908 0.605067
H6 -1.614743 -5.863643 -0.355839
H7 -1.761261 -6.454534 1.296915
H8 -2.618791 -2.129120 -0.493636
H9 -1.450117 -4.138876 -2.482961
H10 -2.966018 -3.277139 -2.703254
H11 -2.802297 -4.428158 -1.381506
H12 -0.374549 -1.783143 -2.536295
H13 -0.801306 -0.567613 -1.338594
H14 -1.964018 -1.017847 -2.592564
H15 0.178200 -5.293107 -1.402758
H16 1.233157 -6.810379 -2.827549
H17 2.904633 -7.093638 -2.355269
H18 2.546935 -6.196571 -3.822965
H19 4.243744 -4.541652 -2.385361
H20 4.182294 -2.459177 -1.136502
H21 2.631867 -1.353175 2.483334
H22 2.700608 0.260772 3.234987
H23 4.153851 -0.684787 3.046617
H24 4.644185 1.729993 2.051526
H25 5.678329 3.514016 0.860042
H26 5.028573 3.909931 -0.731080
H27 6.459655 2.901249 -0.592032
H28 4.315530 1.783587 -2.196977
H29 2.733040 0.512067 -3.270468
H30 1.605038 -0.510505 -2.356633
H31 3.130139 -1.167941 -2.886922
C23 -4.138364 1.879159 -1.776681
Si1 -2.633969 2.950492 -1.473589
C24 -3.147044 4.749677 -1.400354
C25 -1.369770 2.712801 -2.830492
As1 -1.647324 2.137893 0.504472
Si2 -3.315455 2.214309 2.169791
C26 -4.396851 0.711910 1.895818
C27 -4.356612 3.772223 2.102433
C28 -2.519227 2.067295 3.857867
Si3 0.054110 3.664513 1.128113
C29 -0.483670 5.458279 1.190094
C30 1.413833 3.444782 -0.125379
C31 0.675331 3.161651 2.831680
H32 -4.521155 2.071300 -2.783152
H33 -4.941167 2.105299 -1.072870
H34 -3.907895 0.815690 -1.701356
H35 -3.632609 4.998325 -2.349929
H36 -2.297714 5.421561 -1.280131
H37 -3.858015 4.954694 -0.600221
H38 -1.843849 2.867911 -3.803833
H39 -0.937806 1.711064 -2.821206
H40 -0.553483 3.431462 -2.745734
H41 -4.856603 0.699746 0.907797
H42 -5.197354 0.691449 2.640696
H43 -3.818161 -0.208102 2.001741
H44 -4.994506 3.794642 1.217530
H45 -3.756716 4.682107 2.109936
H46 -5.012971 3.795179 2.978245
H47 -1.860239 1.199776 3.933838
H48 -3.308213 1.937777 4.604205
H49 -1.945025 2.950902 4.133198
H50 -0.619446 5.878529 0.193483
H51 0.306175 6.035769 1.681438
H52 -1.404915 5.609780 1.752422
H53 1.091397 3.725942 -1.128813
H54 1.795806 2.421937 -0.173105
H55 2.262450 4.081308 0.144411
H56 0.194227 3.749175 3.614755
H57 1.751262 3.348041 2.883820
H58 0.509649 2.112010 3.083870

Forces on atoms 1 to 3 (eV/Å):
K -0.5 0.6 0.6
C 0.1 0.0 0.1
C -0.2 0.0 0.0

- Calculated total energy: -5316.464248 Ha
- HOMO-LUMO gap: 5.9468 eV
- Energy relative to the best compared isomer or geometry (same formula, charge and spin): 4.5 kcal/mol

Just the Mulliken charges please, in e? Sure, here they are:
1 K 1.199
2 C -1.476
3 C 0.785
4 C -1.731
5 P -0.012
6 C 0.553
7 C -1.582
8 C -1.332
9 C 0.666
10 C 0.196
11 C -0.010
12 C -1.778
13 C -0.733
14 C -1.010
15 C -1.585
16 N 0.371
17 C -0.045
18 C 1.353
19 C -2.144
20 C -0.571
21 C 0.641
22 C -1.673
23 C -0.861
24 C 1.618
25 C -1.665
26 H 0.473
27 H 0.236
28 H 0.291
29 H 0.372
30 H 0.364
31 H 0.272
32 H 0.476
33 H 0.516
34 H 0.211
35 H 0.485
36 H 0.353
37 H 0.275
38 H -0.036
39 H 0.647
40 H 0.173
41 H 0.348
42 H 0.339
43 H 0.358
44 H 0.358
45 H 0.533
46 H 0.325
47 H 0.288
48 H 0.445
49 H 0.331
50 H 0.360
51 H 0.344
52 H 0.384
53 H 0.379
54 H 0.495
55 H 0.027
56 H 0.377
57 C -1.005
58 Si 0.257
59 C -1.014
60 C -0.939
61 As 0.119
62 Si 0.315
63 C -0.957
64 C -1.008
65 C -1.050
66 Si 0.232
67 C -1.106
68 C -0.369
69 C -0.968
70 H 0.400
71 H 0.293
72 H 0.221
73 H 0.381
74 H 0.276
75 H 0.243
76 H 0.428
77 H 0.098
78 H 0.317
79 H 0.283
80 H 0.343
81 H 0.218
82 H 0.274
83 H 0.247
84 H 0.381
85 H 0.236
86 H 0.395
87 H 0.258
88 H 0.310
89 H 0.393
90 H 0.254
91 H 0.277
92 H -0.307
93 H 0.352
94 H 0.418
95 H 0.424
96 H 0.110

***

The lowest energy relative to the best compared isomer or geometry (same formula, charge and spin) belongs to which entry?
C31H58AsKNPSi3